No. 1
Entry from the OMol25 dataset: one molecule with the formula C2H5N3S at a distorted geometry (ωB97M-V/def2-TZVPD).

CARTESIAN COORDINATES (ANGSTROEM)
C -0.179 0.514 -0.501
C -1.106 0.210 0.723
N 0.780 1.393 -0.170
N 2.186 -0.164 1.009
N 0.573 -0.804 -0.854
S 2.138 -1.013 -0.185
H -0.876 0.641 -1.481
H -2.187 0.302 0.447
H -0.890 0.875 1.630
H -0.859 -0.794 1.155
H 0.420 -1.161 -1.773

energy above the lowest of the compared OMol25 structures with the same formula, charge and spin	692.22	kJ/mol
HOMO level (spin up / spin down)	-8.7 / -9.4	eV
total charge	0
frontier orbital gap (spin up / spin down)	8.1 / 8.3	eV

Listed below, in e, are the Löwdin charges computed for each atom: number 1, C, carries -0.5935; number 2, C, carries -0.0886; number 3, N, carries 0.1530; number 4, N, carries -0.4067; number 5, N, carries -0.3235; number 6, S, carries 0.8129; number 7, H, carries 0.1797; number 8, H, carries 0.0709; number 9, H, carries 0.0886; number 10, H, carries 0.0716; number 11, H, carries 0.0356

---

No. 2
Entry from the OMol25 dataset: a 11-piece molecular cluster, C26H51N17O6 overall at a distorted geometry (ωB97M-V/def2-TZVPD).

CARTESIAN COORDINATES (ANGSTROEM)
C 21.112 -21.819 -12.852
C 20.908 -21.250 -14.116
C 21.571 -22.086 -14.986
N 22.245 -23.061 -14.255
C 22.068 -22.825 -12.947
H 20.777 -21.448 -11.895
H 20.259 -20.404 -14.287
H 21.529 -22.111 -16.065
H 22.752 -23.868 -14.589
H 22.562 -23.520 -12.284
C 23.484 -24.088 -5.808
C 24.024 -23.301 -6.762
C 25.144 -23.894 -7.312
N 25.345 -25.103 -6.694
C 24.289 -25.258 -5.790
H 22.552 -23.999 -5.271
H 23.688 -22.316 -7.051
H 25.813 -23.623 -8.116
H 26.096 -25.727 -6.951
H 24.371 -26.177 -5.228
C 26.316 -23.128 -21.341
C 27.674 -23.495 -21.343
C 28.078 -23.874 -20.053
N 26.978 -23.750 -19.285
C 25.906 -23.329 -20.035
H 25.647 -22.757 -22.104
H 28.401 -23.332 -22.125
H 29.002 -24.097 -19.541
H 26.834 -23.923 -18.300
H 24.930 -23.249 -19.581
C 21.303 -16.195 -11.096
C 19.912 -16.224 -11.184
C 19.492 -15.299 -10.271
N 20.570 -14.828 -9.546
C 21.665 -15.526 -9.956
H 21.944 -16.712 -11.796
H 19.268 -16.627 -11.952
H 18.514 -14.951 -9.973
H 20.470 -14.159 -8.796
H 22.643 -15.207 -9.626
N 25.183 -18.869 -15.132
C 26.401 -19.045 -14.744
N 26.534 -20.241 -14.266
O 27.222 -18.202 -14.889
H 25.074 -18.081 -15.754
H 24.474 -19.556 -14.923
H 27.407 -20.600 -13.905
H 25.704 -20.817 -14.276
N 17.138 -19.111 -8.385
C 17.891 -19.723 -7.559
N 19.052 -19.142 -7.414
O 17.568 -20.680 -6.859
H 16.201 -19.482 -8.458
H 17.494 -18.382 -8.986
H 19.647 -19.510 -6.686
H 19.208 -18.325 -7.987
N 21.256 -15.582 -16.456
C 20.433 -16.070 -17.375
N 21.070 -16.158 -18.534
O 19.333 -16.428 -17.123
H 22.196 -15.303 -16.699
H 20.934 -15.574 -15.499
H 22.050 -15.915 -18.549
H 20.596 -16.651 -19.278
N 15.019 -17.709 -15.558
C 14.516 -18.496 -16.460
N 15.207 -18.684 -17.492
O 13.372 -18.921 -16.356
H 15.959 -17.421 -15.787
H 14.574 -17.345 -14.728
H 14.910 -19.231 -18.287
H 16.136 -18.309 -17.622
N 27.110 -25.815 -12.786
C 27.351 -26.693 -11.868
N 28.386 -26.346 -11.198
O 26.620 -27.682 -11.748
H 26.562 -26.156 -13.563
H 27.722 -25.012 -12.786
H 28.595 -26.825 -10.333
H 28.878 -25.480 -11.362
N 22.894 -28.950 -14.504
C 22.803 -28.110 -15.451
N 21.707 -28.166 -16.037
O 23.668 -27.329 -15.845
H 23.702 -28.802 -13.915
H 22.207 -29.686 -14.434
H 21.132 -28.962 -15.804
H 21.514 -27.622 -16.866
C 15.475 -23.198 -13.034
C 16.011 -24.176 -14.069
C 16.055 -23.628 -15.510
C 16.620 -24.546 -16.516
N 17.060 -25.263 -17.325
H 15.143 -23.675 -12.112
H 14.606 -22.638 -13.380
H 16.343 -22.614 -12.727
H 15.449 -25.107 -14.144
H 17.019 -24.505 -13.816
H 16.613 -22.692 -15.494
H 15.012 -23.579 -15.821

HOMO level	-8.1	eV
SMILES string	c1cc[nH]c1.c1cc[nH]c1.c1cc[nH]c1.c1cc[nH]c1.NC(N)=O.NC(N)=O.NC(N)=O.NC(N)=O.NC(N)=O.NC(N)=O.CCCC#N
total charge	0
frontier orbital gap	7.8	eV

Atom charges from the Löwdin analysis, given in e for atoms 1 to 99: number 1, C, carries -0.1266; number 2, C, carries -0.1187; number 3, C, carries -0.1404; number 4, N, carries -0.0011; number 5, C, carries -0.1480; number 6, H, carries 0.0875; number 7, H, carries 0.0922; number 8, H, carries 0.0989; number 9, H, carries 0.1479; number 10, H, carries 0.1114; number 11, C, carries -0.1139; number 12, C, carries -0.1596; number 13, C, carries -0.1477; number 14, N, carries 0.0029; number 15, C, carries -0.1096; number 16, H, carries 0.0967; number 17, H, carries 0.0951; number 18, H, carries 0.0988; number 19, H, carries 0.1422; number 20, H, carries 0.0953; number 21, C, carries -0.1083; number 22, C, carries -0.1220; number 23, C, carries -0.1330; number 24, N, carries -0.0179; number 25, C, carries -0.1473; number 26, H, carries 0.0908; number 27, H, carries 0.0840; number 28, H, carries 0.1055; number 29, H, carries 0.1468; number 30, H, carries 0.1015; number 31, C, carries -0.1297; number 32, C, carries -0.1239; number 33, C, carries -0.1565; number 34, N, carries 0.0081; number 35, C, carries -0.1411; number 36, H, carries 0.0937; number 37, H, carries 0.0943; number 38, H, carries 0.1033; number 39, H, carries 0.1489; number 40, H, carries 0.1080; number 41, N, carries 0.1548; number 42, C, carries -0.8452; number 43, N, carries 0.1664; number 44, O, carries 0.0675; number 45, H, carries 0.1222; number 46, H, carries 0.1057; number 47, H, carries 0.1207; number 48, H, carries 0.1040; number 49, N, carries 0.1698; number 50, C, carries -0.8105; number 51, N, carries 0.1591; number 52, O, carries 0.0133; number 53, H, carries 0.1290; number 54, H, carries 0.1109; number 55, H, carries 0.1230; number 56, H, carries 0.1004; number 57, N, carries 0.1481; number 58, C, carries -0.7927; number 59, N, carries 0.1553; number 60, O, carries 0.0540; number 61, H, carries 0.1012; number 62, H, carries 0.1136; number 63, H, carries 0.1034; number 64, H, carries 0.1179; number 65, N, carries 0.1699; number 66, C, carries -0.8318; number 67, N, carries 0.1778; number 68, O, carries 0.0072; number 69, H, carries 0.1034; number 70, H, carries 0.1237; number 71, H, carries 0.1319; number 72, H, carries 0.1169; number 73, N, carries 0.1542; number 74, C, carries -0.8004; number 75, N, carries 0.1667; number 76, O, carries 0.0112; number 77, H, carries 0.1255; number 78, H, carries 0.1049; number 79, H, carries 0.1241; number 80, H, carries 0.1133; number 81, N, carries 0.1829; number 82, C, carries -0.8651; number 83, N, carries 0.1746; number 84, O, carries -0.0018; number 85, H, carries 0.1327; number 86, H, carries 0.1220; number 87, H, carries 0.1185; number 88, H, carries 0.1378; number 89, C, carries -0.1013; number 90, C, carries -0.2731; number 91, C, carries -0.1935; number 92, C, carries -0.2283; number 93, N, carries 0.1213; number 94, H, carries 0.0709; number 95, H, carries 0.0775; number 96, H, carries 0.0732; number 97, H, carries 0.1061; number 98, H, carries 0.1070; number 99, H, carries 0.1199

---

Q: Look up the total charge of the first one.
A: 0